(1)
Below is a structure of composition C11H18F6N4O12P2PdS2, with properties calculated with ωB97M-V with the def2-TZVPD basis set.

XYZ file:
```
56
C11H18F6N4O12P2PdS2 (ωB97M-V with the def2-TZVPD basis set)
Pd 0.579 0.887 0.055
S 0.616 -3.913 -0.658
S -1.062 -5.905 0.309
P 3.002 1.750 -1.027
P 0.902 4.008 -1.722
F 1.150 -4.086 1.965
F 1.823 -2.255 1.047
F 2.892 -4.094 0.686
F -0.167 -7.397 -1.714
F -2.218 -7.769 -1.163
F -1.713 -5.997 -2.290
O 0.407 -2.627 -1.253
O 1.360 -4.913 -1.370
O 2.582 0.620 -2.058
O 0.028 -6.618 0.913
O 3.322 4.272 -0.688
O -0.994 2.373 3.391
O -2.366 -5.960 0.903
O 4.611 1.658 -1.158
O 0.121 2.804 -2.463
O 0.545 4.085 -0.263
O 0.861 5.196 -2.607
O 2.637 1.466 0.396
N -0.776 -4.399 -0.077
N 0.847 2.208 4.730
N -1.436 0.604 0.010
N 1.032 3.031 2.569
C -3.339 -0.831 0.057
C -1.291 -6.806 -1.315
C -3.579 1.475 0.577
C 0.212 2.508 3.508
C -4.163 0.227 0.428
C 1.675 -3.560 0.856
C 3.377 3.601 -3.008
C -2.218 1.628 0.362
C -1.991 -0.609 -0.146
C -5.634 0.017 0.653
C 2.688 3.424 -1.664
H 2.023 3.019 2.743
H -6.104 0.915 1.054
H 1.740 0.219 -1.720
H 4.959 1.209 -0.381
H 2.598 4.496 -0.075
H -1.722 2.584 0.475
H 2.990 2.881 -3.730
H -3.733 -1.832 -0.066
H -5.808 -0.804 1.351
H 1.760 1.790 4.642
H 4.455 3.465 -2.910
H -4.169 2.332 0.873
H -1.323 -1.407 -0.437
H 0.226 1.660 5.305
H 0.804 2.930 1.584
H -6.139 -0.239 -0.282
H 3.151 4.604 -3.369
H -0.031 2.074 -1.826
```

The value obtained for the frontier orbital gap is 6.340 eV. The net charge is -2. The value obtained for the energy relative to the best compared isomer or geometry (same formula, charge and spin) is 16.5 kJ/mol. Its total energy is -102271.440 eV.

Atomic partial charges in e from the Löwdin method, atoms 1 to 4:
1. Pd 0.4325
2. S 0.5757
3. S 0.5653
4. P 0.4666


(2)
Below is a structure of composition C52H64ClKN2O3P2, with properties calculated with ωB97M-V with the def2-TZVPD basis set.

XYZ file:
```
125
C52H64ClKN2O3P2 (ωB97M-V with the def2-TZVPD basis set)
K 1.114 -0.368 -0.310
Cl 8.856 0.683 1.128
P -0.537 -3.062 -1.653
P 0.722 2.161 -2.817
O 0.099 0.944 -2.230
O 3.029 0.041 1.177
O 3.299 -0.245 -1.695
N -0.721 0.929 1.431
N -0.161 -1.723 1.924
C 2.051 0.679 -4.692
C -1.033 -1.085 2.698
C 6.462 0.245 -0.067
C 3.301 2.558 -3.853
C 0.380 -2.447 -3.153
C -1.900 -3.139 3.618
C 1.300 3.295 -1.536
C -1.287 -4.679 -2.200
C -1.922 -1.754 3.542
C 2.138 1.795 -3.864
C -1.312 1.181 3.735
C -0.946 -3.790 2.836
C -1.811 2.795 -3.677
C -1.523 3.483 4.840
C -2.502 -4.673 -3.126
C -2.707 4.407 4.532
C -0.458 3.066 -3.838
C -0.717 2.257 1.337
C 3.121 0.326 -5.496
C -0.983 4.712 -5.514
C -1.896 -1.811 -1.401
C -0.984 3.103 2.396
C -0.190 -2.737 -4.543
C -0.116 -3.051 2.016
C -3.701 -4.850 3.568
C -2.750 3.484 -4.433
C 6.402 0.580 2.306
C 5.057 0.095 -0.096
C 7.123 0.487 1.100
C 2.066 4.844 0.642
C 0.730 4.549 -1.337
C 2.641 3.594 0.445
C -2.064 -4.803 5.468
C -1.559 -5.558 -0.974
C 2.264 2.825 -0.643
C 4.279 0.173 1.124
C -2.864 -3.943 4.480
C 1.115 5.323 -0.249
C 1.817 -2.980 -3.081
C -2.336 4.443 -5.346
C -1.034 0.402 2.612
C -0.044 4.022 -4.763
C 4.373 2.202 -4.659
C 5.047 0.427 2.318
C -0.262 4.326 5.081
C -1.832 2.699 6.115
C -2.887 -2.283 -0.334
C 4.284 1.085 -5.478
C -3.810 -3.044 5.276
C -2.621 -1.220 -2.609
C -1.279 2.566 3.647
C 4.487 -0.148 -1.392
H -2.645 -1.180 4.105
H -0.214 -3.812 -4.744
H -3.070 4.978 -5.936
H -1.401 -5.498 4.952
H -0.854 -4.868 2.844
H 2.304 -2.712 -2.142
H -0.660 5.453 -6.233
H 5.280 2.791 -4.635
H -0.019 4.940 4.213
H -1.878 -6.556 -1.287
H -3.803 3.269 -4.311
H 2.714 1.847 -0.779
H 3.384 3.415 -3.197
H -0.023 4.921 -2.022
H -4.402 -5.437 4.166
H -2.116 2.034 -2.968
H 3.050 -0.550 -6.129
H -2.733 2.091 6.006
H -2.518 5.023 3.652
H 0.458 -2.294 -5.307
H -4.478 -3.661 5.879
H 5.124 0.804 -6.101
H 5.242 -0.236 -2.200
H 1.012 4.221 -4.905
H -3.265 -2.385 5.955
H -3.505 -1.446 0.001
H -3.338 -0.465 -2.269
H -2.745 -5.389 6.088
H 2.418 -2.562 -3.892
H -1.513 0.692 4.676
H 4.494 0.489 3.247
H -1.454 -4.180 6.124
H -0.453 -5.140 -2.746
H -3.074 -5.545 3.008
H -2.751 -5.696 -3.421
H -1.006 2.044 6.397
H 0.417 -1.360 -3.019
H 0.598 3.688 5.293
H -1.920 -0.719 -3.276
H -3.560 -3.052 -0.718
H -0.415 4.992 5.933
H 1.838 -4.070 -3.177
H -3.617 3.832 4.351
H -1.338 -0.979 -0.956
H -4.429 -2.428 4.620
H -0.669 -5.660 -0.351
H -0.940 4.172 2.236
H -0.474 2.664 0.361
H 6.942 0.770 3.225
H -1.193 -2.342 -4.689
H -4.274 -4.260 2.850
H -2.351 -5.137 -0.352
H 2.360 5.445 1.493
H -2.340 -4.093 -4.034
H 0.668 6.297 -0.098
H -2.376 -2.692 0.541
H 3.374 3.205 1.140
H -3.377 -4.264 -2.620
H 0.608 -3.545 1.377
H 7.015 0.169 -0.996
H 1.153 0.074 -4.690
H -2.887 5.076 5.376
H -2.000 3.394 6.939
H -3.177 -1.964 -3.176
```

The value obtained for the frontier orbital gap is 6.972 eV. The value obtained for the energy relative to the best compared isomer or geometry (same formula, charge and spin) is 1.2 kJ/mol. Its total energy is -111515.449 eV.

Atomic partial charges in e from the Löwdin method, atoms 1 to 4:
1. K 0.6989
2. Cl 0.6107
3. P 1.0790
4. P 0.7837


(3)
Below is an isolated molecule of C3H5N3S, with properties calculated with ωB97M-V with the def2-TZVPD basis set.

XYZ file:
```
12
C3H5N3S (ωB97M-V with the def2-TZVPD basis set)
S -2.507 -0.397 -0.015
N -0.095 -1.727 -0.021
N 0.046 0.484 -0.109
N -0.447 1.788 0.028
C -0.765 -0.609 -0.042
C 1.256 -1.311 0.013
C 1.405 0.038 -0.030
H 2.049 -1.988 0.098
H -0.169 2.373 -0.782
H -0.186 2.172 0.896
H -2.781 -1.628 0.008
H 2.193 0.805 -0.042
```

The value obtained for the frontier orbital gap is 9.162 eV. The SMILES is Nn1ccnc1S. The value obtained for the energy relative to the best compared isomer or geometry (same formula, charge and spin) is 152.7 kJ/mol. Its total energy is -18496.315 eV.

Atomic partial charges in e from the Löwdin method, atoms 1 to 4:
1. S 0.8312
2. N 0.0512
3. N -0.2015
4. N 0.0692


(4)
Below is a structure of composition C11H24CuFNO3Si2, with properties calculated with ωB97M-V with the def2-TZVPD basis set.

XYZ file:
```
43
C11H24CuFNO3Si2 (ωB97M-V with the def2-TZVPD basis set)
Cu -5.057 -3.299 -2.713
Si -3.419 2.103 0.354
Si -5.340 0.137 1.341
F -6.657 -3.163 1.679
O -6.156 0.374 -1.346
O -4.849 -3.737 0.188
O -3.641 0.630 1.321
N -6.304 -1.969 -0.691
C 4.782 -2.120 -0.865
C -0.691 0.884 0.348
C 3.352 1.201 -0.529
C 5.805 -1.455 0.254
C 4.293 0.792 0.777
C -5.932 -2.942 0.406
C 5.752 0.191 0.293
C -1.659 1.945 -0.481
C -5.963 -0.535 -0.352
C 0.736 0.572 -0.456
C 1.867 1.745 -0.083
H -6.189 1.250 1.839
H -1.092 2.987 -0.471
H -4.468 2.252 -0.682
H 3.947 1.992 -1.187
H 3.167 0.212 -1.171
H 3.706 -0.025 1.405
H 6.052 0.636 -0.769
H -5.860 -2.266 -1.604
H 6.552 0.553 1.091
H -0.442 1.359 1.410
H 0.566 0.473 -1.626
H -5.465 -0.919 2.374
H 5.299 -3.082 -1.294
H 1.562 2.777 -0.595
H -1.793 1.641 -1.622
H 5.541 -1.961 1.281
H 1.761 1.912 1.088
H 4.530 1.712 1.476
H 6.895 -1.763 -0.044
H 3.779 -2.411 -0.302
H 1.189 -0.444 -0.039
H -3.504 3.288 1.225
H 4.575 -1.392 -1.787
H -1.231 -0.139 0.560
```

The value obtained for the frontier orbital gap (alpha / beta) is 6.572 / 4.160 eV. The expectation value of S² is 0.755. The net charge is +2. Its total energy is -82514.534 eV. As for the multiplicity: 2.

Atomic partial charges in e from the Löwdin method, atoms 1 to 4:
1. Cu 0.8672
2. Si 0.5976
3. Si 0.6572
4. F 0.0514


(5)
Below is a cluster of 2 separate species, C4H2F2O in total, with properties calculated with ωB97M-V with the def2-TZVPD basis set.

XYZ file:
```
9
C4H2F2O (ωB97M-V with the def2-TZVPD basis set)
F 1.804 -0.964 0.619
F 0.711 -0.762 -1.282
O -2.084 0.131 -0.914
C 1.300 1.885 -0.012
C 0.477 1.093 0.462
C -0.291 0.002 0.767
C 0.845 -0.400 -0.017
H -0.795 -0.271 1.676
H -1.968 -0.713 -1.299
```

The value obtained for the frontier orbital gap (alpha / beta) is 8.920 / 7.953 eV. The expectation value of S² is 2.022. The value obtained for the energy relative to the best compared isomer or geometry (same formula, charge and spin) is 445.9 kJ/mol. Its total energy is -11652.932 eV. As for the multiplicity: 3.

Atomic partial charges in e from the Löwdin method, atoms 1 to 4:
1. F 0.2020
2. F 0.1597
3. O 0.0662
4. C 0.2013